Density functional theory data (ωB97M-V with the def2-TZVPD basis set) for a cluster of 2 separate species, C4H13NO in total at a distorted geometry.

Geometry (Å):
1 O -2.048 3.237 -0.474
2 N -0.728 -2.385 0.371
3 C 0.113 0.043 1.336
4 C 1.457 0.500 -0.721
5 C -0.216 -1.475 -0.631
6 C 0.804 -0.565 0.082
7 H 0.022 -2.715 1.069
8 H -0.205 -0.788 1.942
9 H 1.619 -1.319 0.390
10 H 1.845 -0.048 -1.626
11 H -0.703 0.701 1.005
12 H 2.301 0.846 -0.120
13 H -1.378 -1.841 1.005
14 H 0.381 -2.136 -1.394
15 H -2.584 3.544 -1.318
16 H -0.930 -0.745 -1.059
17 H 0.697 0.744 1.986
18 H 0.789 1.331 -0.905
19 H -1.238 3.069 -0.938

Results
energy relative to the best compared isomer or geometry (same formula, charge and spin): 134.9 kJ/mol
energy: -290.1456 a.u.
orbital gap: 9.7 eV